No. 1
Below is 2 unconnected molecules or ions with the total composition C17H31NO9S, with properties calculated with wB97M-V/def2-TZVPD.

```
59
Properties=species:S:1:pos:R:3:forces:R:3
H -2.40122 1.31749 -3.36528 -0.058 -0.065 0.057
H -1.17364 2.42454 3.91583 -0.246 -0.075 -0.071
C -1.47898 -0.60635 3.93263 0.325 -0.156 0.357
C -0.55880 -2.10195 -1.64614 0.076 0.149 -0.107
O 1.57629 -3.81347 2.14824 -0.407 -0.046 -0.431
H -2.34991 -0.10910 3.50353 0.139 0.007 -0.172
H -2.31245 1.28509 -1.58313 -0.019 -0.045 -0.053
C -1.79040 -2.33846 0.55212 -0.017 -0.293 0.047
H -1.00470 -3.06533 -1.89750 0.150 -0.017 0.010
H -2.58787 -1.69783 0.17202 0.152 0.141 0.053
O -1.53309 0.79589 1.45897 0.103 -0.222 -0.062
C -1.35026 1.80735 4.79692 0.427 -0.114 0.041
O 2.62668 2.37968 -5.30100 -0.026 -0.030 -0.025
H -0.42931 0.09710 5.68485 0.047 -0.095 -0.105
H -2.72834 -2.11268 2.45365 0.064 0.018 -0.027
H -0.12980 1.05388 -4.31475 0.144 -0.021 0.095
C -0.73332 -1.32799 2.75765 -0.337 -0.169 0.122
H 0.93962 -0.21520 -3.72371 -0.050 -0.109 -0.051
C 3.12843 3.36529 -4.82339 -0.003 0.049 0.043
H -0.63991 -0.60913 -4.49514 0.106 -0.040 -0.021
H -1.15307 2.24189 -2.49829 -0.015 -0.063 -0.061
C 3.52626 4.26024 -6.92772 0.030 0.065 -0.094
H 3.96544 5.16252 -7.34191 0.010 0.017 0.050
C 1.61231 -2.47498 2.39789 -0.040 -0.090 0.192
H 2.96018 2.89565 -1.65485 0.029 0.093 -0.036
H -0.95676 2.35522 5.65630 -0.098 0.019 -0.043
H 0.29763 -2.70593 0.19643 0.046 0.220 0.206
O -0.06451 -0.65133 0.17940 0.435 -0.283 0.466
S -0.33344 0.01592 1.59453 -0.185 0.501 0.104
C -1.72929 1.31377 -2.50168 0.233 0.254 0.017
H -2.42095 1.65486 4.94154 -0.005 0.129 -0.008
H 0.44381 -2.02143 -2.07154 -0.022 -0.049 0.074
H -2.31271 -1.08093 5.85435 0.093 -0.093 0.035
H -1.30133 -2.40071 5.21594 0.039 0.112 0.163
H 2.13059 -3.96851 1.36702 0.281 -0.045 0.309
H 0.93517 -1.52730 4.16860 0.040 0.195 -0.190
C -1.44264 -1.01513 -2.22272 0.218 -0.161 0.078
C -0.10463 0.07711 -3.83161 0.136 0.224 0.234
O 0.87572 0.67453 1.97242 -0.120 -0.069 -0.112
O 3.27768 3.61276 -3.52489 0.028 -0.008 -0.036
C 2.78794 2.57054 -2.67584 -0.068 -0.091 0.200
H -2.92831 -2.11005 4.58848 0.122 -0.112 0.016
N -0.78005 0.19479 -2.51307 -0.695 0.005 -0.513
O 2.46114 -1.77122 1.94283 0.073 0.140 -0.221
H -2.04030 -3.35409 0.23155 -0.067 0.080 0.005
H 4.07894 3.38745 -7.26959 -0.040 -0.037 0.013
C -1.72440 -2.32790 2.08635 -0.159 0.175 -0.239
H 0.34841 0.60746 4.21103 -0.033 0.039 -0.081
H 2.48516 4.17977 -7.23399 -0.005 -0.054 0.012
C -0.62630 0.45848 4.66960 -0.187 0.022 0.350
H 3.32631 1.64247 -2.85860 -0.034 -0.012 -0.059
H -1.48658 -3.33631 2.42958 0.095 0.095 0.053
O -2.62934 -1.18631 -2.37348 -0.105 0.118 0.330
O 3.62472 4.39453 -5.50734 0.013 0.011 -0.003
H 0.10903 -3.01563 3.73466 -0.012 0.117 0.133
C -0.47616 -1.99637 -0.11216 -0.374 -0.274 -0.715
H 1.72257 2.41741 -2.83787 0.006 -0.051 -0.017
C 0.49333 -2.07706 3.33739 0.142 -0.145 -0.002
C -2.02060 -1.62499 4.95488 -0.376 0.136 -0.311
```
Forces are in eV/Å.

Its spin multiplicity is 1. The charge is 0. As for the SMILES: CC[C@H](C)[C@@]1(CC(=O)O)CC[C@@H](CC(=O)N(C)C)OS1(=O)=O.COC(=O)OC. For the HOMO-LUMO gap, the calculation gives 9.651 eV.

Atom charges from the Löwdin analysis, given in e for atoms 1 to 6: 0.091, 0.074, -0.344, -0.029, 0.089, 0.125

No. 2
Below is a molecular structure, C33H65Br18NO3PS, with properties calculated with wB97M-V/def2-TZVPD.

```
122
Properties=species:S:1:pos:R:3:forces:R:3
H 7.70514 6.64816 -1.48889 -0.176 0.112 0.025
H -0.68007 1.80361 6.76350 -0.014 -0.258 0.179
C 5.29782 -1.42627 1.39239 -0.461 0.338 -0.403
H 4.32001 0.61059 2.06893 -0.128 -1.312 -1.910
H 3.13911 -0.68573 1.35253 1.888 1.052 -0.237
H 4.06361 -4.59009 6.22077 -0.077 0.067 -0.171
C -0.18258 5.00319 -3.71480 -0.705 0.109 -1.042
C 2.93023 0.27727 -0.71919 -0.284 -3.213 -4.086
H -9.56770 -2.84451 -3.43737 0.280 -0.065 0.147
C -7.54562 -3.60905 -3.09442 0.019 -0.181 -0.205
H 1.83997 2.28335 -0.79330 0.129 -2.097 1.514
P -2.11142 3.12893 -0.47258 -2.007 -3.552 3.715
H -4.41895 1.82038 1.04212 2.425 -0.519 0.694
S -0.85096 4.33208 0.44380 -0.386 -1.184 2.866
H -6.73815 -3.51952 -2.36226 -0.265 0.052 -0.134
H -9.30682 -3.61719 -1.85237 0.132 0.056 -0.148
H 1.96930 -3.72005 5.31013 0.185 -0.039 -0.066
C 0.07455 0.55001 -5.20845 0.084 0.236 -0.179
Br -3.09661 0.16070 7.17920 0.128 -0.099 0.224
H -5.84531 -1.02632 2.11497 1.316 1.939 1.104
C 1.81031 1.30683 -0.10797 0.043 -0.465 -0.901
H -3.22668 4.03218 -5.34737 -0.110 -0.129 0.021
H -0.30019 1.76936 1.66741 -0.986 -1.525 -1.780
H 6.09097 0.30821 -3.94348 0.165 -0.222 0.174
N -3.18939 -1.19196 1.36769 -2.999 -0.652 -0.185
Br 7.94285 8.70540 -0.14021 -0.088 -0.088 0.030
Br 1.70420 -7.66257 5.16310 0.106 0.089 -0.064
H 2.70836 -4.64620 3.97845 0.110 0.209 0.212
C 2.83373 -3.78726 4.64382 -0.204 0.080 0.128
H -5.08849 -1.00438 -1.74811 0.377 -0.269 2.489
H -5.51369 -2.19231 -0.34632 1.100 2.207 -0.035
H -3.25530 -3.35275 -0.56040 1.267 2.304 -0.417
H -5.78997 0.89121 2.46502 0.973 -2.352 0.385
H -3.04623 2.20203 2.37210 -0.811 -1.595 -1.982
H 5.98407 -2.22290 -3.27290 0.109 0.192 0.037
H -3.70014 0.88628 -1.30362 1.891 -1.202 0.919
H 0.49398 1.25784 7.98869 -0.188 -0.063 -0.051
H -2.63022 2.53156 -4.59258 -0.360 0.098 -0.100
H 4.37756 -2.86659 5.89278 -0.143 -0.201 -0.192
C -1.44382 0.33847 8.19911 -0.224 0.159 0.139
H -1.75005 0.49024 3.47887 -2.036 -1.024 0.074
C 5.98386 7.82243 -2.03862 -0.222 -0.114 -0.075
H 7.57819 -2.00276 -2.50631 -0.163 0.213 -0.177
H 3.75468 -9.55180 6.13221 0.031 0.186 -0.260
C -5.26513 -0.15960 2.67591 -0.503 0.389 -0.519
C -3.37826 1.46011 1.49864 -0.102 -0.633 -0.033
H 3.71963 -7.64616 3.68575 -0.013 -0.198 0.233
Br 5.62556 -4.35477 4.32007 -0.044 0.223 -0.009
C 4.19152 -0.19087 1.21861 0.424 -1.428 1.447
H 0.35672 -0.55138 -0.46679 0.305 2.405 0.267
H -0.14364 1.08775 -1.27554 1.362 -1.168 2.306
H 5.00514 -9.60290 4.86321 -0.169 0.125 0.022
C 6.54850 -0.15351 -3.06395 -0.106 0.087 0.283
C -4.49107 2.32873 -5.72705 0.046 -0.165 -0.129
H 2.04634 1.64968 0.99468 -0.360 -0.943 -2.279
H -3.38737 0.54364 4.43770 1.258 -1.199 -1.938
Br 8.13693 0.89267 -2.63274 -0.057 0.005 -0.091
H -4.09759 2.22419 -6.74203 -0.019 0.084 0.171
H 1.41539 3.59780 -3.20262 -0.141 0.185 -0.057
H 4.75024 -2.41172 1.07815 1.198 1.794 0.700
O 2.67492 -0.59562 -1.72797 1.914 5.899 6.641
C -0.89107 -0.22212 -6.07710 0.049 -0.248 -0.147
Br -4.36560 3.65313 -3.18713 -0.083 -0.156 -0.200
H -5.48750 2.77715 -5.77302 0.292 -0.063 0.077
H 0.96978 -0.01928 -4.94263 -0.283 0.078 -0.020
Br -0.76560 1.10229 -3.53718 0.239 -0.111 -0.670
C -0.34603 0.94989 7.35997 0.249 -0.071 0.040
H -5.37535 -0.35306 3.82567 0.508 0.274 -2.254
Br -8.55390 -1.26422 -1.78822 -0.064 -0.052 -0.120
H -2.03646 0.06639 -1.66436 -1.496 0.171 2.047
Br 0.40249 -0.35410 6.11766 -0.041 0.120 -0.062
Br 5.24285 -7.54566 6.21189 -0.104 -0.180 0.068
H 5.88316 -0.02688 -2.20533 0.080 -0.110 -0.119
C -0.72074 0.94180 0.92542 0.561 -0.628 0.450
Br 7.72483 -1.91183 -4.99930 0.054 -0.024 0.090
C 1.26292 4.56367 -3.69245 0.060 0.095 -0.146
C -5.01705 -1.14646 -0.56706 -0.269 0.698 -0.489
H 6.45468 6.69926 -0.21989 0.033 0.194 -0.256
Br 4.40420 8.58849 -1.18900 0.110 0.029 -0.075
C 3.28386 -8.42863 4.31348 -0.188 -0.125 -0.091
H 6.20166 -1.26474 0.66671 -1.710 -0.126 1.434
H 1.66799 4.51912 -4.70727 -0.089 -0.006 0.169
Br 2.74148 -2.18775 3.53158 -0.123 -0.185 0.135
C -2.67980 -2.34377 -0.83670 -0.816 -0.671 0.362
H -5.63883 -0.23848 -0.10779 1.212 -2.133 -0.880
H -3.43630 3.71581 -0.23984 0.861 -0.839 -0.603
H -0.75697 4.40404 -4.42672 0.273 0.053 -0.231
Br -1.03977 4.69927 -1.98944 4.108 6.479 -5.469
H -1.77915 3.09026 -1.88042 -1.404 -2.444 1.412
C 6.89084 -1.61185 -3.26192 -0.175 -0.132 -0.117
H -0.76634 -0.05541 1.57643 -0.320 2.173 -1.429
Br -6.91959 -2.76748 -4.73862 0.061 0.012 0.148
C 0.33751 0.61272 -0.30292 -1.118 0.872 -0.070
C 4.24570 -8.97788 5.34126 0.246 -0.019 0.010
H 5.67850 -1.50850 2.50017 -0.847 0.149 -2.257
H 2.90235 -9.23023 3.67503 0.104 0.103 0.143
H -7.68322 -4.66353 -3.34953 -0.037 0.189 0.075
H -0.49759 -0.32665 -7.09208 0.009 0.076 0.200
C -3.68567 -0.01639 2.17829 0.827 1.015 3.171
H 0.37332 1.48134 -5.69742 -0.062 -0.155 0.016
H -1.59613 -2.44159 -0.40594 -1.944 0.280 -1.064
H -1.19559 -0.65583 8.58097 0.017 0.266 -0.176
C -3.52545 3.10085 -4.85840 -0.052 0.308 -0.074
Br 2.38079 5.85946 -2.75712 -0.043 -0.086 0.083
H -1.88750 0.22631 -6.12307 0.222 -0.083 0.106
H 6.41963 8.60490 -2.66635 -0.032 -0.207 0.245
C -2.18603 1.37056 0.32910 -1.230 -1.058 0.784
O -3.59747 -2.37720 1.85314 1.256 2.644 -0.992
H -2.60444 -1.13690 3.95812 -0.529 2.134 -0.765
C -3.44142 -1.04103 -0.11517 0.708 -1.803 -2.952
C 4.11789 -3.82723 5.43909 0.097 -0.198 0.089
C 6.94570 7.27318 -1.01084 0.258 -0.033 -0.041
O 4.30400 0.37532 -0.13681 -3.698 -0.846 -0.343
H -1.69685 0.99220 9.03849 0.104 -0.076 -0.161
C -2.79299 -0.03629 3.59279 -0.103 0.049 0.255
C -2.78946 0.30235 -0.79879 -0.835 1.274 0.529
H -2.72182 -2.28586 -2.01954 0.314 0.238 2.516
Br -1.11748 -2.04823 -5.43087 -0.099 0.208 0.006
C -8.84749 -2.99943 -2.62898 -0.086 0.023 0.253
Br -4.71748 0.50262 -5.08082 -0.045 0.071 0.023
H 5.60235 7.02083 -2.67707 0.093 0.077 0.138
H -0.31029 6.06316 -3.95221 0.204 -0.235 -0.092
```
Forces are in eV/Å.

Its spin multiplicity is 2. The charge is 0. For the HOMO-LUMO gap (alpha / beta), the calculation gives 7.351 / 7.301 eV.

Atom charges from the Löwdin analysis, given in e for atoms 1 to 6: 0.058, 0.056, -0.118, 0.135, 0.054, 0.034